Entry 1:
21
Properties=species:S:1:pos:R:3:forces:R:3:mulliken_charge:R:1 method="wB97M-V/def2-TZVPD" homo_ev=-9.014 charge=0 orbital_gap_ha=0.369 e_above_lowest_ev=4.955 e_tot_ha=-366.251814
H 0.244797 1.831141 -1.596824 0.084 -0.385 0.139 0.40
H 1.202269 2.031670 -0.032734 0.117 -0.137 -0.261 0.33
H -2.576293 2.067697 -0.701783 0.006 -0.013 -0.051 0.39
C 1.746262 -2.692565 0.642575 -0.168 0.134 0.225 -1.44
C 0.242127 2.088287 -0.539956 -2.323 -0.198 1.979 -1.40
O -0.573182 0.269267 1.272858 1.507 -3.095 0.115 -0.34
C -2.271317 1.136445 -0.225941 0.122 -0.031 0.289 -1.06
C 0.368425 -0.947739 -0.766020 0.537 1.802 -1.482 -0.02
H -0.106040 3.117566 -0.520001 0.164 0.275 0.086 0.48
H 0.054001 -1.646578 -1.535715 0.049 -0.093 0.109 0.25
H 0.443742 0.119108 -1.101900 0.067 -1.679 0.239 -0.11
C -0.987426 1.330553 0.561461 1.694 2.072 -3.486 0.12
H -3.061618 0.806170 0.448258 -0.077 -0.016 -0.009 0.32
H 1.810206 -0.497571 0.803880 -0.223 -0.057 -0.111 0.37
H 1.041576 -3.442993 0.292687 -0.033 -0.071 -0.011 0.33
C 1.207300 -1.309245 0.398033 0.240 0.194 0.086 0.38
N -0.236869 -1.129051 0.501088 -1.484 1.697 2.167 -0.30
H -1.029052 2.172224 1.261008 -0.273 -0.390 0.194 0.43
H -2.133094 0.367442 -0.986040 -0.029 0.033 -0.050 0.22
H 2.688832 -2.824660 0.114542 0.060 -0.007 -0.050 0.32
H 1.925356 -2.847166 1.710523 -0.037 -0.036 -0.116 0.32



Entry 2:
46
Properties=species:S:1:pos:R:3:forces:R:3:mulliken_charge:R:1 method="wB97M-V/def2-TZVPD" homo_ev=-9.085 charge=0 orbital_gap_ha=0.357 e_above_lowest_ev=0.000 e_tot_ha=-1456.789391
C 1.314224 -1.881039 -1.333792 0.146 0.012 0.642 -0.27
H 3.992199 -0.200528 0.826060 -0.065 0.031 -0.069 0.39
H 0.284416 2.019925 2.107973 0.014 0.009 0.067 0.39
S 1.579013 -1.852111 0.463588 0.340 0.509 -0.143 1.06
C 1.817483 2.334451 0.589409 0.229 -0.072 -0.010 0.07
F -4.928019 -1.465482 1.536555 0.069 0.038 -0.031 -0.35
C -4.103242 -0.632050 0.868561 0.029 0.141 -0.098 0.25
H 0.713325 -0.241667 2.413774 0.074 0.144 0.159 0.37
C -3.808884 1.249705 -0.561123 0.193 -0.076 0.005 -0.54
H -2.319561 -1.618733 1.543652 0.001 -0.135 0.081 0.54
H -1.371394 -2.135494 -2.007024 -0.094 0.096 -0.054 0.25
H 0.694734 -3.311945 -2.799322 0.133 0.024 0.100 0.40
H -5.726346 0.502670 0.068388 -0.111 -0.013 0.025 0.45
C -2.431296 1.086906 -0.493317 -0.023 0.111 -0.003 -0.20
C 0.532549 -3.120541 -1.735061 -0.204 -0.130 0.173 -0.76
H 0.932694 -3.968820 -1.175162 0.017 -0.145 -0.168 0.33
H -0.640474 2.903369 0.484417 0.130 -0.077 -0.011 0.33
C -2.735666 -0.816261 0.956186 -0.149 -0.070 0.056 -0.71
N 1.894742 -0.227093 0.741253 -0.329 -0.956 -0.183 0.12
H -0.838763 -0.102261 0.323575 0.119 0.008 0.015 0.42
O 2.730029 -2.658953 0.764596 0.130 0.028 -0.189 -0.78
C -0.959940 -2.983769 -1.463685 0.123 -0.126 -0.035 -0.91
H 1.862133 3.429177 0.626516 -0.041 -0.088 -0.022 0.53
C 0.858626 1.961540 -0.543861 0.008 0.578 0.275 0.17
C 1.594670 0.290159 2.055440 -0.230 -0.143 0.563 -0.79
C 3.169728 0.239857 0.244601 0.528 -0.052 -0.318 -0.70
H 2.315097 -1.900520 -1.754302 0.096 0.101 -0.039 0.45
H 3.890272 2.108873 1.093145 0.009 0.030 -0.008 0.35
O 1.187666 1.357591 -1.544186 0.262 -0.174 -0.407 -0.68
H 1.898103 2.321982 2.739706 -0.057 0.021 0.001 0.49
H -1.483818 -3.882712 -1.779087 -0.100 -0.058 -0.033 0.44
C -1.499913 2.027035 -1.217125 0.007 -0.047 -0.212 -0.97
N -0.397785 2.432031 -0.372105 -0.328 0.170 0.052 -0.12
C -1.906192 0.047954 0.266743 -0.184 0.083 -0.058 0.69
C -4.654875 0.388626 0.115141 -0.068 -0.228 0.150 -0.69
H -1.129650 -2.833825 -0.402994 -0.150 -0.004 0.000 0.14
H 3.256174 -0.098552 -0.785760 0.153 0.101 -0.003 0.30
H 2.424585 0.083383 2.746979 -0.082 -0.002 -0.018 0.47
C 3.214255 1.777989 0.303797 -0.280 0.009 -0.122 -1.12
C 1.342817 1.807103 1.954056 0.031 -0.021 -0.116 -0.89
H -4.227224 2.053137 -1.149717 -0.041 0.104 -0.052 0.38
H 3.575338 2.170113 -0.646002 0.071 -0.009 0.045 0.43
H -1.051573 1.529621 -2.083543 -0.094 0.169 0.074 0.30
H 0.815647 -0.953561 -1.599977 -0.019 0.139 -0.037 0.19
O 0.366897 -2.149551 1.175965 -0.292 0.103 -0.008 -0.66
H -2.042779 2.912257 -1.562945 0.030 -0.129 -0.036 0.41



Entry 3:
19
Properties=species:S:1:pos:R:3:forces:R:3:mulliken_charge:R:1 method="wB97M-V/def2-TZVPD" homo_ev=-9.379 charge=0 orbital_gap_ha=0.385 e_above_lowest_ev=1.938 e_tot_ha=-310.988062
H 2.708628 -1.219940 0.648727 -0.110 -0.080 -0.083 0.32
H -2.064035 -1.079958 1.310015 0.008 0.109 0.041 0.37
C -1.098879 2.039994 0.045472 0.016 0.056 -0.016 -1.48
O -2.083153 0.666038 2.321979 0.047 -0.305 -0.460 -0.48
C 0.331063 -0.057190 0.295075 0.093 -0.253 -0.014 -0.80
H -0.978256 2.471826 1.043002 0.050 -0.045 -0.148 0.34
H -2.062258 2.381750 -0.346480 0.133 -0.052 0.085 0.37
H 0.020783 -1.809632 -0.800410 0.076 0.095 0.079 0.34
C -1.060496 0.515494 0.130309 -0.009 0.043 -0.042 0.67
H 1.012373 0.525829 0.917664 -0.084 -0.084 -0.063 0.22
H -1.518772 0.056106 -0.756548 0.065 0.036 0.139 0.30
C 2.056190 -1.873662 0.061536 0.057 0.016 0.013 -1.22
H -0.309287 2.423248 -0.607692 -0.109 -0.095 0.065 0.37
H 1.938663 -2.817342 0.608577 0.017 0.136 -0.091 0.31
C -1.819071 0.003604 1.348098 -0.083 0.168 0.333 -0.12
H 0.957611 0.490160 -2.353950 -0.010 0.056 -0.089 -0.26
H 0.892476 0.848249 -3.003984 0.010 -0.024 0.024 0.26
C 0.719475 -1.239119 -0.184267 -0.088 0.182 0.109 0.20
H 2.563097 -2.112173 -0.880832 -0.079 0.041 0.119 0.31



Entry 4:
54
Properties=species:S:1:pos:R:3:forces:R:3:mulliken_charge:R:1 method="wB97M-V/def2-TZVPD" homo_ev=-11.233 charge=+1 orbital_gap_ha=0.339 e_above_lowest_ev=0.000 e_tot_ha=-1094.447410
C -4.925407 -0.703197 0.428297 0.183 0.106 -0.080 0.71
C 6.980210 0.043125 -0.062198 0.002 0.002 0.000 -0.45
C -2.935399 -1.963968 0.200754 0.171 -0.705 -0.071 -0.22
O -0.493594 -0.888886 0.070628 -0.007 0.002 -0.052 -0.96
H -3.044492 -3.755188 -0.985252 -0.042 -0.117 -0.008 0.42
N 1.931387 -0.031137 0.116076 -0.557 -0.355 0.009 0.60
H -1.878812 1.919405 0.566659 -0.086 -0.065 -0.193 0.57
H 1.751134 2.894322 -0.625670 0.020 -0.035 -0.135 0.43
C -5.586512 1.806351 -0.472048 -0.006 0.033 0.020 -0.82
C 0.734129 1.636264 1.440863 -0.021 0.212 0.117 -1.07
C 1.109475 2.050079 -0.899693 0.155 0.000 -0.064 -1.13
C -4.257753 1.405410 -0.535811 0.078 -0.003 -0.042 -0.56
C 5.020834 -0.496632 1.212649 -0.035 -0.037 -0.060 -0.29
C -1.188833 1.426513 -0.129511 0.074 0.188 0.118 -1.48
H 2.680457 -1.776480 0.987589 -0.097 0.069 -0.072 0.55
H -1.443696 1.749258 -1.141694 -0.125 0.017 0.084 0.30
H 8.012632 0.352647 -0.102276 0.106 0.027 -0.003 0.40
H 0.905158 -0.428106 0.130582 0.517 0.171 -0.043 0.17
H 3.020434 1.075613 -1.312764 -0.080 -0.107 0.041 0.46
C 4.968305 -0.631609 -1.180012 -0.007 -0.052 0.076 -0.30
C 4.317492 -0.759959 0.042524 -0.034 -0.044 -0.009 0.51
H -6.998299 -0.958369 0.875647 -0.099 -0.080 0.043 0.46
C -3.928469 0.147424 -0.060509 -0.820 0.240 0.095 0.51
C 1.986870 0.789233 -1.107632 -0.094 0.499 -0.441 -0.41
H 1.616490 0.181220 -1.935423 0.040 -0.066 0.094 0.44
H 0.958439 2.588174 1.939762 0.041 -0.168 0.090 0.39
H 2.908182 1.477897 1.204342 -0.018 -0.124 -0.014 0.39
H -1.887100 -2.569583 -1.587339 0.060 -0.005 -0.059 0.37
H -3.623471 -2.304241 -1.815377 -0.105 0.013 -0.084 0.37
C 6.344244 -0.095898 1.160086 0.031 0.040 0.057 -0.73
H -4.292052 -2.112209 1.909638 0.011 -0.037 -0.005 0.33
H 4.444376 -0.864244 -2.096316 -0.066 -0.030 -0.102 0.45
H -4.912637 -2.860644 0.437002 0.040 -0.050 -0.001 0.45
H 4.540876 -0.621840 2.172339 -0.059 -0.030 0.118 0.40
H 6.786848 -0.139991 -2.186371 0.056 0.004 -0.090 0.40
H 0.606786 2.309854 -1.830950 0.084 0.026 0.007 0.40
H 2.179167 0.198690 2.190222 0.073 -0.007 -0.081 0.38
C -6.566617 0.977184 0.043057 -0.053 0.004 0.010 -0.58
C -4.335376 -2.021674 0.821827 0.064 0.073 0.157 -0.87
C -6.239499 -0.294882 0.491722 0.130 0.105 -0.079 -0.73
C -2.868369 -2.694156 -1.136104 0.116 0.125 0.188 -1.51
C 6.292101 -0.231282 -1.232001 0.020 0.024 -0.062 -0.69
H -3.538252 2.073696 -0.974513 0.094 0.054 -0.027 0.32
H 6.880491 0.101120 2.075254 0.060 0.014 0.087 0.40
N -2.688250 -0.522675 -0.011005 0.287 -0.243 0.089 0.16
H 2.625117 -1.783179 -0.783111 -0.089 0.069 0.073 0.51
H -7.590114 1.314217 0.082021 -0.105 0.047 -0.007 0.40
H -2.159025 -2.347186 0.867888 -0.173 0.098 -0.089 0.48
N 0.141453 1.892751 0.146598 -0.194 -0.292 -0.053 0.09
C 2.872040 -1.179508 0.093213 0.468 -0.310 -0.009 -1.01
H 0.016161 1.095948 2.060054 0.055 0.009 0.011 0.43
C 2.039767 0.823942 1.308587 -0.107 0.382 0.443 -0.47
C -1.436896 -0.078339 -0.031807 0.073 0.213 0.046 1.21
H -5.852107 2.784739 -0.840497 -0.030 0.094 -0.038 0.42